The following is a quantum chemistry calculation of the molecule C3H5NO2, from OMol25.

Results
- ΔE to the lowest compared entry with this formula, charge and spin: 1.771 eV
- LUMO level: 0.036 Eh
- Kohn-Sham gap: 0.4139 Eh
- Structure (SMILES): [H]/N=C/COC=O
- E: -322.50925 hartree

ORCA input file:
```
! wB97M-V def2-TZVPD RIJCOSX def2/J DEFGRID3
* xyz 0 1
N -0.03 1.35 -0.74
C 1.42 -0.49 0.30
O 0.57 -1.16 -0.49
C -0.80 -0.83 -0.22
C -0.84 0.68 -0.02
O 1.14 -0.05 1.39
H 0.07 2.30 -0.39
H 2.40 -0.38 -0.19
H -1.16 -1.38 0.65
H -1.39 -1.14 -1.09
H -1.48 1.08 0.78
*
```

=====

The following is a quantum chemistry calculation of the ion C4H11N2O2 with charge +2 in a non-equilibrium geometry, from OMol25.

Results
- ΔE to the lowest compared entry with this formula, charge and spin: 3.374 eV
- LUMO level (alpha / beta): -0.324 / -0.498 Eh
- Kohn-Sham gap (alpha / beta): 0.3884 / 0.2133 Eh
- Expectation value of S²: 0.76
- E: -418.18425 hartree

ORCA input file:
```
! wB97M-V def2-TZVPD RIJCOSX def2/J DEFGRID3
* xyz 2 2
N 1.45 0.02 -0.62
C -0.12 -0.01 -0.18
C 0.03 -0.34 1.23
C 0.18 -1.93 1.26
O 0.47 -2.30 -0.12
C -0.68 1.43 -0.54
N -2.00 1.45 -0.62
O 0.26 2.26 -0.46
H 1.98 0.41 0.26
H 1.76 0.60 -1.41
H 1.60 -0.91 -0.80
H -0.55 -0.82 -0.78
H -0.54 0.09 1.98
H 0.97 0.10 1.55
H -0.77 -2.38 1.34
H 0.91 -2.25 1.93
H 1.38 -2.76 -0.34
H -2.68 0.66 -0.56
H -2.60 2.31 -0.45
*
```

=====

The following is a quantum chemistry calculation of a structure of composition C29H26N4O3V in a non-equilibrium geometry, from OMol25.

Results
- ΔE to the lowest compared entry with this formula, charge and spin: 0.000 eV
- LUMO level (alpha / beta): -0.026 / -0.028 Eh
- Kohn-Sham gap (alpha / beta): 0.2316 / 0.2495 Eh
- Expectation value of S²: 3.77
- E: -2509.48478 hartree

ORCA input file:
```
! wB97M-V def2-TZVPD RIJCOSX def2/J DEFGRID3
* xyz 0 4
V -0.25 -0.33 0.29
C -3.23 -0.77 -0.57
C -2.65 0.33 0.28
C -2.33 1.60 -0.25
C -2.13 2.75 0.54
C -1.66 4.05 -0.07
C -2.29 2.61 1.93
C -2.60 1.38 2.54
C -2.68 1.25 4.04
C -2.75 0.26 1.71
H -2.81 -1.77 -0.36
H -3.09 -0.58 -1.65
H -4.31 -0.89 -0.40
H -2.27 1.76 -1.34
H -0.63 4.33 0.27
H -2.30 4.92 0.21
H -1.63 4.00 -1.16
H -2.09 3.47 2.59
H -1.80 0.67 4.44
H -3.57 0.67 4.36
H -2.67 2.25 4.54
H -3.02 -0.68 2.19
O 3.38 -3.30 -1.75
C 2.31 -3.89 -2.29
C 2.46 -4.76 -3.39
C 1.36 -5.39 -3.92
C 0.08 -5.16 -3.41
C -0.08 -4.27 -2.37
C 1.03 -3.64 -1.79
C 0.83 -2.69 -0.69
O -0.39 -2.29 -0.40
N 1.87 -2.15 -0.08
N 1.57 -1.18 0.81
C 2.47 -0.84 1.77
C 2.27 0.21 2.71
C 3.23 0.46 3.74
C 3.06 1.49 4.66
C 1.94 2.32 4.58
C 0.98 2.12 3.60
C 1.12 1.11 2.63
O 0.19 1.04 1.68
H 2.99 -2.73 -1.00
H 3.46 -4.93 -3.82
H 1.48 -6.09 -4.76
H -0.78 -5.66 -3.85
H -1.08 -4.05 -1.99
H 3.42 -1.41 1.79
H 4.15 -0.14 3.81
H 3.82 1.65 5.43
H 1.84 3.13 5.31
H 0.09 2.78 3.58
N 1.90 4.60 -2.86
C 1.38 3.54 -2.85
C 0.76 2.25 -2.79
C 0.09 1.69 -3.90
C -0.50 0.44 -3.82
C -0.44 -0.23 -2.61
N 0.24 0.29 -1.58
C 0.77 1.53 -1.63
H 0.05 2.27 -4.83
H -1.00 -0.03 -4.68
H -0.85 -1.23 -2.46
H 1.26 1.90 -0.72
*
```

=====

The following is a quantum chemistry calculation of a structure of composition C8H32B4MnO4S2 in a non-equilibrium geometry, from OMol25.

Results
- ΔE to the lowest compared entry with this formula, charge and spin: 3.448 eV
- LUMO level (alpha / beta): 0.144 / 0.144 Eh
- Kohn-Sham gap (alpha / beta): 0.1789 / 0.1790 Eh
- Expectation value of S²: 8.75
- E: -2671.43784 hartree

ORCA input file:
```
! wB97M-V def2-TZVPD RIJCOSX def2/J DEFGRID3
* xyz -2 6
Mn 0.04 0.37 0.13
B -1.65 1.81 0.60
H -1.16 1.19 1.41
H -1.87 1.02 -0.18
H -2.62 2.23 1.04
H -0.80 2.54 0.32
B 1.56 0.96 -1.46
H 0.99 1.84 -1.04
H 2.04 0.33 -0.65
H 0.88 0.30 -2.11
H 2.48 1.32 -2.06
B -1.76 1.82 -3.03
H -1.73 2.83 -3.61
H -0.87 1.73 -2.31
H -2.80 1.53 -2.61
H -1.53 1.02 -3.85
B -0.44 -1.54 1.47
H 0.59 -1.12 1.25
H -0.76 -1.30 2.56
H -1.12 -0.98 0.78
H -0.27 -2.66 1.22
C -2.91 -3.59 -3.45
C -2.57 -4.22 -2.09
C -2.46 -3.13 -1.04
S -2.31 -1.52 -1.92
O -1.02 -0.98 -1.59
O -3.56 -0.80 -1.77
C -2.14 -2.28 -3.59
H -3.98 -3.36 -3.48
H -2.70 -4.24 -4.30
H -1.75 -4.94 -2.11
H -3.47 -4.84 -1.93
H -1.51 -3.13 -0.50
H -3.20 -3.05 -0.25
H -1.08 -2.49 -3.77
H -2.50 -1.54 -4.30
C 4.34 1.54 3.83
C 4.02 2.90 3.23
C 2.49 3.08 3.12
S 1.78 1.42 2.89
O 1.28 1.23 1.56
O 0.95 1.22 4.06
C 3.44 0.60 3.02
H 3.95 1.31 4.82
H 5.41 1.37 3.72
H 4.50 2.96 2.25
H 4.38 3.73 3.84
H 2.30 3.81 2.34
H 2.16 3.42 4.10
H 3.63 0.64 1.94
H 3.33 -0.36 3.51
*
```

=====

The following is a quantum chemistry calculation of a cluster of 5 separate species, C30H60BINO7 in total in a non-equilibrium geometry, from OMol25.

Results
- LUMO level: -0.080 Eh
- Kohn-Sham gap: 0.3227 Eh
- E: -2082.72678 hartree

ORCA input file:
```
! wB97M-V def2-TZVPD RIJCOSX def2/J DEFGRID3
* xyz 1 1
C 1.83 6.83 -1.03
C 0.66 6.78 0.07
C -0.15 5.40 -0.05
O -0.08 4.54 0.88
O -0.94 5.10 -1.22
C -0.11 4.30 -2.13
C -0.86 3.00 -2.68
C -0.41 1.63 -1.92
N -1.38 1.46 -0.80
C -1.50 0.04 -0.30
B -2.30 -0.04 1.15
C -1.38 -0.28 2.50
O -3.73 0.06 1.25
C -2.26 -0.78 -1.46
C -1.93 -0.18 -2.95
C -0.44 0.48 -3.03
C 0.58 -0.73 -2.78
C 2.12 -0.39 -3.04
C 2.85 -1.81 -3.40
I 3.16 0.31 -1.21
H 1.36 7.01 -2.06
H 2.35 5.80 -1.07
H 2.57 7.69 -0.88
H 1.12 6.91 1.12
H 0.00 7.69 -0.10
H 0.14 4.98 -3.04
H 0.89 4.02 -1.64
H -1.99 3.20 -2.56
H -0.67 2.94 -3.81
H 0.62 1.86 -1.49
H -2.34 1.78 -1.00
H -1.01 2.01 0.01
H -0.44 -0.32 -0.08
H -1.98 -0.24 3.46
H -0.85 -1.31 2.39
H -0.53 0.50 2.47
H -3.90 0.04 2.22
H -2.02 -1.89 -1.48
H -3.39 -0.60 -1.33
H -2.66 0.69 -3.18
H -2.10 -0.96 -3.76
H -0.29 0.84 -4.10
H 0.51 -1.23 -1.76
H 0.30 -1.55 -3.55
H 2.27 0.36 -3.90
H 3.07 -1.93 -4.51
H 2.15 -2.64 -3.00
H 3.80 -1.91 -2.76
C 4.08 -6.30 -1.05
C 4.08 -6.33 -2.56
C 3.50 -4.98 -2.91
O 3.89 -4.08 -1.87
C 4.43 -4.85 -0.77
H 4.79 -6.99 -0.59
H 3.08 -6.52 -0.67
H 5.11 -6.41 -2.93
H 3.50 -7.16 -2.98
H 2.41 -5.00 -2.94
H 3.87 -4.60 -3.87
H 5.51 -4.69 -0.75
H 4.00 -4.49 0.17
C -3.23 3.52 5.86
C -3.43 2.67 7.09
C -4.25 1.51 6.55
O -3.86 1.34 5.17
C -3.08 2.47 4.77
H -2.37 4.19 5.92
H -4.12 4.12 5.67
H -2.46 2.30 7.45
H -3.92 3.19 7.91
H -5.32 1.74 6.57
H -4.08 0.58 7.09
H -2.04 2.14 4.68
H -3.42 2.83 3.80
C -7.45 -0.19 -1.69
C -7.15 1.18 -1.12
C -5.75 1.43 -1.65
O -5.65 0.74 -2.91
C -6.78 -0.13 -3.04
H -8.52 -0.42 -1.75
H -6.98 -0.96 -1.07
H -7.85 1.91 -1.54
H -7.21 1.23 -0.04
H -4.99 1.02 -0.98
H -5.55 2.50 -1.80
H -7.44 0.29 -3.80
H -6.44 -1.11 -3.39
C 7.21 -2.61 2.23
C 7.04 -3.46 3.47
C 6.23 -4.63 2.95
O 6.59 -4.81 1.57
C 7.36 -3.67 1.15
H 8.06 -1.93 2.28
H 6.31 -2.02 2.06
H 8.02 -3.81 3.82
H 6.55 -2.94 4.30
H 5.15 -4.41 2.99
H 6.42 -5.55 3.50
H 8.40 -3.98 1.05
H 7.00 -3.32 0.18
*
```